(1)
ORCA calculation (wB97M-V/def2-TZVPD) on a single C4H6N2O molecule in a non-equilibrium geometry.

```
13
Properties=species:S:1:pos:R:3:forces:R:3:nbo_charge:R:1
C -0.4893 -0.6638 1.2702 0.009 0.497 0.305 -0.274
N 0.9681 1.3951 -0.5933 0.228 0.796 0.418 -0.582
C -0.8443 -0.3071 -0.1484 0.341 -0.656 -0.211 0.434
C 1.2655 0.5306 0.4781 -0.039 0.024 1.115 0.265
C 0.1852 0.2043 -0.9502 -0.768 -0.146 -0.384 -0.238
O -2.0584 -0.6652 -0.6178 0.499 0.052 -0.032 -0.637
N 0.3662 0.5044 1.4623 0.104 0.301 -1.045 -0.588
H -2.2577 -0.1784 -1.4300 0.055 -0.071 0.141 0.491
H 1.7385 1.5131 -1.2527 -0.012 -0.249 0.108 0.357
H -1.3600 -0.6247 1.9266 0.049 -0.076 -0.013 0.213
H 0.0003 -1.6469 1.3599 -0.078 -0.016 -0.099 0.171
H 2.2339 0.0178 0.4931 -0.214 -0.491 -0.364 0.166
H 0.2521 -0.0792 -1.9977 -0.174 0.034 0.060 0.220
```
Forces are in eV/Å.

The multiplicity is 1. For the orbital gap (spin up / spin down), the calculation gives 8.212 / 8.211 eV. The calculation puts the highest occupied orbital energy (spin up / spin down) at -7.75 / -7.75 eV. The energy above the lowest of the compared OMol25 structures with the same formula, charge and spin is 122.6 kcal per mole. The largest force on an atom is 1.12 eV/A. Its charge is 0. The value obtained for the electronic energy is -340.59958 Eh.

***

(2)
ORCA calculation (wB97M-V/def2-TZVPD) on a molecular structure, C36H47F3GeN7O4RuS in a non-equilibrium geometry.

```
100
Properties=species:S:1:pos:R:3:forces:R:3:lowdin_spin:R:1
Ru -0.5326 -0.4170 -1.1358 0.545 -0.963 1.602 0.998
C -3.0519 -4.0579 -1.9683 0.105 -0.014 0.240 0.000
C -1.9528 -3.0871 -2.2799 -0.186 -0.201 -0.433 -0.001
O -1.2957 -2.5526 -1.3696 0.641 1.403 0.431 -0.008
N -1.6975 -2.8726 -3.5760 0.011 0.077 0.129 -0.001
C -0.6304 -2.0086 -4.0400 -0.060 0.115 0.032 0.001
C -1.1317 -0.6199 -4.3384 0.028 -0.080 -0.182 0.002
C -1.5586 -0.2655 -5.6068 0.039 0.070 0.024 0.001
C -1.9882 1.0321 -5.8415 0.007 0.002 0.065 0.000
C -1.9723 1.9381 -4.7930 0.002 -0.066 -0.015 0.001
C -1.5536 1.5031 -3.5504 0.016 0.271 -0.007 0.003
N -1.1497 0.2501 -3.3183 0.101 -0.446 0.966 0.023
H -3.3410 -3.9460 -0.9270 -0.007 0.059 -0.007 0.000
H -2.6943 -5.0772 -2.1215 0.010 0.003 -0.044 0.000
H -3.9132 -3.8909 -2.6134 0.004 -0.016 -0.025 0.000
H -2.2911 -3.3033 -4.2673 -0.038 -0.091 0.073 0.000
H -0.1667 -2.4540 -4.9179 -0.012 0.026 -0.015 0.000
H 0.1134 -1.9404 -3.2476 0.113 -0.150 -0.098 0.001
H -1.5457 -0.9930 -6.4074 0.064 -0.014 0.016 0.000
H -2.3161 1.3327 -6.8274 -0.004 -0.002 -0.002 0.000
H -2.2777 2.9652 -4.9308 0.002 0.003 0.023 0.000
H -1.5304 2.1868 -2.7121 0.000 -0.066 -0.042 0.000
C 7.4613 2.7511 -2.0579 -0.018 -0.030 -0.188 0.000
C 7.2074 1.3358 -1.6277 -0.038 -0.122 0.063 0.000
C 8.0457 0.6863 -0.7246 -0.070 0.123 -0.112 0.000
C 7.8032 -0.6147 -0.3279 -0.211 -0.216 0.106 0.000
C 6.7059 -1.3214 -0.8240 0.003 0.585 -0.231 0.000
N 6.5249 -2.6350 -0.3517 -0.221 -0.374 0.170 0.000
C 5.5820 -3.6091 -0.6007 0.569 0.072 0.212 0.000
O 5.8713 -4.7819 -0.5939 -0.189 0.019 -0.044 0.000
N 4.2572 -3.2243 -0.8315 -0.348 0.135 -0.244 -0.001
C 3.5202 -2.1926 -0.2722 0.173 0.080 0.083 -0.001
C 3.9776 -1.3751 0.7628 -0.073 0.087 0.056 0.005
C 3.1530 -0.3728 1.2412 -0.029 -0.157 -0.140 0.000
C 1.8952 -0.2045 0.6978 0.124 0.145 0.162 0.002
N 1.4581 -0.9884 -0.2916 -1.720 0.517 -0.154 -0.019
C 2.2383 -1.9566 -0.7646 -0.170 -0.219 -0.268 0.004
C 5.8868 -0.6950 -1.7650 0.069 -0.293 0.109 0.000
C 6.1367 0.6127 -2.1458 0.133 0.142 0.072 0.000
H 8.2082 3.2315 -1.4298 -0.021 0.034 0.011 0.000
H 6.5420 3.3373 -2.0318 0.036 0.041 0.061 0.000
H 7.8224 2.7737 -3.0889 0.039 0.034 0.037 0.000
H 8.9056 1.2114 -0.3281 0.002 -0.019 0.031 0.000
H 8.4677 -1.0991 0.3788 0.014 0.032 0.010 0.000
H 7.3548 -3.0571 0.0366 0.090 -0.086 -0.123 0.000
H 3.7217 -3.9965 -1.1990 0.071 -0.078 0.006 0.000
H 4.9502 -1.5349 1.2042 0.028 -0.013 -0.067 0.000
H 3.4726 0.2682 2.0498 0.006 0.001 -0.002 0.000
H 1.2193 0.5467 1.0776 0.005 -0.036 -0.028 0.002
H 1.8288 -2.5773 -1.5528 0.016 0.026 -0.002 0.000
H 5.0822 -1.2360 -2.2386 -0.095 -0.052 0.007 0.000
H 5.4908 1.0838 -2.8780 -0.020 -0.037 -0.004 0.000
C -1.0005 -2.8330 5.4366 0.000 0.001 0.003 0.001
C -1.6882 -2.7409 4.1147 -0.434 -0.377 0.084 0.002
C -2.7731 -3.5592 3.7788 0.137 0.216 -0.132 -0.019
C -3.3599 -3.3552 2.5400 0.025 -0.145 0.311 0.002
N -2.9418 -2.4149 1.7030 0.118 0.399 -0.572 -0.009
C -1.9019 -1.6875 2.1018 -0.399 -1.546 0.396 0.012
S -1.4006 -0.3475 1.1089 0.706 0.891 -2.242 0.007
N -1.2569 -1.8262 3.2535 0.437 0.655 -0.361 -0.006
H -1.1210 -3.8192 5.8800 0.001 0.011 0.013 0.000
H -1.4392 -2.0981 6.1155 0.020 -0.010 0.019 0.000
H 0.0566 -2.6001 5.3313 0.003 0.002 -0.007 0.000
H -3.1392 -4.3124 4.4613 0.004 -0.024 -0.019 -0.001
H -4.1999 -3.9496 2.1991 -0.003 -0.039 0.098 0.000
F 0.5351 4.6092 -1.4626 -0.008 -0.092 -0.002 0.000
C 1.0121 3.7399 -0.5669 -0.004 0.148 0.127 0.000
F 0.6059 4.1273 0.6541 0.054 -0.024 -0.118 0.000
F 2.3302 3.7574 -0.5999 -0.005 -0.056 -0.031 0.000
C 0.4594 2.3294 -0.8739 0.156 0.585 -0.142 0.001
O -0.7167 2.0460 -0.4267 -0.428 -0.555 0.202 0.000
O 1.1146 1.5465 -1.5303 -0.269 -0.316 0.055 0.006
C -1.9909 1.5108 5.5640 0.016 0.129 -0.044 0.000
C -1.9090 2.6769 4.5823 -0.095 -0.231 0.017 -0.001
C -2.1905 2.2307 3.1477 0.020 0.192 0.139 -0.004
C -2.1436 3.4183 2.1891 -0.193 -0.510 -0.583 0.000
Ge -2.3660 3.0450 0.2562 0.171 -0.011 -0.288 0.000
C -3.6965 1.9512 -0.7659 0.295 0.140 0.530 0.000
C -4.8061 1.2080 -0.0302 -0.016 0.226 0.067 0.001
C -5.6821 2.1190 0.8253 0.007 -0.185 -0.057 0.000
C -6.8066 1.3403 1.4993 0.070 0.116 0.021 0.000
H -1.7096 1.8305 6.5665 -0.024 -0.037 0.020 0.000
H -1.3201 0.7024 5.2651 -0.001 -0.023 -0.004 0.000
H -3.0085 1.1180 5.6089 0.018 -0.046 0.010 0.000
H -0.9138 3.1266 4.6246 -0.018 0.065 0.007 0.000
H -2.6295 3.4460 4.8718 0.058 0.065 -0.005 0.000
H -3.1723 1.7471 3.1047 0.025 -0.056 -0.047 0.000
H -1.4454 1.4839 2.8635 -0.051 0.060 0.070 -0.003
H -1.2051 3.9618 2.2872 0.009 0.066 -0.085 0.000
H -2.9535 4.1203 2.4108 0.010 0.060 -0.042 0.000
H -2.0472 4.2703 -0.6216 -0.093 0.036 0.178 0.000
H -3.0865 1.2521 -1.3473 -0.048 0.067 -0.015 0.000
H -4.1411 2.6709 -1.4582 0.115 0.018 -0.076 0.000
H -4.3889 0.4201 0.5932 0.111 -0.158 0.091 0.001
H -5.4347 0.7158 -0.7795 0.019 -0.017 0.029 0.000
H -6.1055 2.9097 0.1994 0.034 0.055 0.034 0.000
H -5.0590 2.6041 1.5878 -0.027 0.040 0.000 0.000
H -7.4748 0.9095 0.7527 -0.011 -0.016 0.016 0.000
H -7.3978 1.9850 2.1480 -0.023 -0.034 0.003 0.000
H -6.4030 0.5252 2.1036 -0.029 0.006 0.012 0.000
```
Forces are in eV/Å.

The multiplicity is 2. For the orbital gap (spin up / spin down), the calculation gives 4.297 / 4.854 eV. The expectation value of S² is 0.826. The calculation puts the highest occupied orbital energy (spin up / spin down) at -12.01 / -12.01 eV. The energy above the lowest of the compared OMol25 structures with the same formula, charge and spin is 0.0 kcal per mole. The largest force on an atom is 2.51 eV/A. Its charge is +2. The value obtained for the electronic energy is -4953.39715 Eh.

***

(3)
ORCA calculation (wB97M-V/def2-TZVPD) on a single C3H8S molecule in a non-equilibrium geometry.

```
12
Properties=species:S:1:pos:R:3:forces:R:3:nbo_charge:R:1
C 0.9713 0.7287 -0.6344 0.567 -0.279 -0.341 -0.614
C 0.4688 0.1845 0.7216 -0.186 0.640 -1.162 -0.417
C -0.6683 -0.8041 0.5529 0.111 -0.662 -0.389 -0.510
S -2.2268 -0.0840 -0.0595 0.014 0.045 0.162 -0.051
H 1.8213 0.1663 -1.0315 0.025 -0.222 0.259 0.201
H 1.3473 1.7467 -0.5325 -0.211 0.070 -0.054 0.212
H 0.2493 0.6864 -1.4555 -0.277 0.259 0.401 0.208
H 1.3178 -0.2657 1.2260 -0.064 -0.065 0.382 0.210
H 0.1080 1.0570 1.2559 0.011 -0.073 0.549 0.206
H -0.9127 -1.3673 1.4456 0.002 0.225 0.403 0.221
H -0.3786 -1.5770 -0.1602 0.017 0.024 -0.089 0.214
H -2.0974 -0.4715 -1.3286 -0.009 0.038 -0.121 0.120
```
Forces are in eV/Å.

The multiplicity is 1. For the orbital gap, the calculation gives 10.107 eV. The calculation puts the highest occupied orbital energy at -9.10 eV. The energy above the lowest of the compared OMol25 structures with the same formula, charge and spin is 3.3 kcal per mole. The largest force on an atom is 1.34 eV/A. Its charge is 0. The value obtained for the electronic energy is -517.27525 Eh. The SMILES is CCCS.

***

(4)
ORCA calculation (wB97M-V/def2-TZVPD) on 3 unconnected molecules or ions with the total composition C3H11NO4 in a non-equilibrium geometry.

```
19
Properties=species:S:1:pos:R:3:forces:R:3:nbo_charge:R:1
C 1.8605 0.5492 0.8471 0.604 -1.542 -0.130 -0.447
N 0.8521 0.1292 -0.1378 -0.460 1.112 1.856 -0.634
C 0.1220 1.3272 -0.6540 0.946 -1.758 -1.106 -0.353
C -1.3854 1.1448 -0.4179 -1.480 1.561 0.124 0.791
O -2.2046 0.7444 -1.2287 1.555 -0.492 0.280 -0.616
O -1.8670 1.6254 0.7618 -0.185 -0.965 0.012 -0.683
H 2.8188 0.8655 0.3175 -1.157 0.318 1.191 0.190
H 2.0977 -0.2711 1.5368 0.443 -0.512 -0.660 0.197
H 1.3923 1.1481 1.6176 0.152 1.278 -0.504 0.212
H 1.2895 -0.3631 -0.8843 0.097 -0.276 -0.562 0.378
H 0.2186 1.1081 -1.7416 -0.228 1.378 0.402 0.235
H 0.6718 2.2511 -0.2735 -1.467 -0.884 -0.728 0.230
H -2.8139 1.3097 0.8009 1.202 0.608 -0.110 0.500
O -0.3351 -1.6700 -2.3965 -0.052 1.764 -1.819 -0.945
H -0.3415 -2.2608 -1.6927 0.088 -1.796 1.939 0.463
H -1.0458 -1.0523 -2.1827 -0.093 0.133 -0.145 0.482
O -0.5844 -2.5303 2.0768 -0.691 0.235 -1.089 -0.938
H -0.8726 -2.0724 1.2540 0.353 -0.437 0.880 0.471
H 0.1270 -1.9828 2.3970 0.373 0.273 0.167 0.466
```
Forces are in eV/Å.

The multiplicity is 1. For the orbital gap, the calculation gives 10.115 eV. The calculation puts the highest occupied orbital energy at -9.64 eV. The energy above the lowest of the compared OMol25 structures with the same formula, charge and spin is 53.0 kcal per mole. The largest force on an atom is 2.64 eV/A. Its charge is 0. The value obtained for the electronic energy is -476.59319 Eh. The SMILES is CNCC(=O)O.O.O.